1.
{
  "formula": "C4H4CeCl2O4Ti",
  "method": "ωB97M-V with the def2-TZVPD basis set",
  "s_squared": 2.006,
  "orbital_gap_ev": [7.144, 7.329],
  "e_above_lowest_kj_mol": 289.2,
  "max_force_ev_per_a": 17.8,
  "multiplicity": 3,
  "total_charge": 4,
  "symbols": ["C", "Ce", "O", "H", "H", "O", "Ti", "Cl", "C", "O", "H", "H", "Cl", "O", "C", "C"],
  "positions_angstrom": [[-1.0840, -1.7177, 1.5385], [-0.3889, -0.0232, 0.5045], [-1.7022, -1.9625, -4.4869], [2.2727, 0.1556, 1.6685], [-0.0438, 1.2828, 3.0574], [1.4902, 0.7667, 1.7789], [-0.1691, -0.0129, -2.4759], [0.8611, 1.7147, -1.1796], [0.9301, 0.7470, 3.0946], [-1.4545, 2.3784, -4.1520], [0.7915, -0.2887, 3.4416], [1.6493, 1.2994, 3.7136], [0.6414, -2.0005, -1.3597], [-1.5708, -2.5992, 2.1760], [-1.0351, 1.4739, -3.5566], [-1.1879, -1.2139, -3.7631]]
}

2.
{
  "formula": "C23H29Cl5LuNO2P2",
  "method": "ωB97M-V with the def2-TZVPD basis set",
  "orbital_gap_ev": [4.310, 4.309],
  "e_above_lowest_kj_mol": 37.7,
  "max_force_ev_per_a": 3.1,
  "multiplicity": 1,
  "total_charge": 0,
  "symbols": ["C", "H", "H", "Cl", "H", "H", "C", "C", "H", "Cl", "H", "H", "P", "H", "Cl", "H", "C", "O", "H", "C", "H", "C", "H", "C", "H", "C", "H", "C", "Cl", "C", "H", "H", "C", "P", "H", "C", "C", "O", "C", "C", "H", "H", "C", "H", "H", "H", "C", "Cl", "C", "C", "H", "C", "H", "C", "Lu", "N", "H", "H", "H", "H", "C", "H", "C"],
  "positions_angstrom": [[-3.6997, 0.5364, -0.6239], [0.4342, -1.3475, -2.3463], [2.3842, -2.8321, -1.0026], [0.3232, -1.7068, 2.8386], [-1.0857, 3.9140, -2.8990], [2.4200, -5.2141, -0.2366], [-1.0151, 0.5787, 2.3698], [3.3468, 0.0611, 2.4863], [3.1722, 2.6579, 0.8628], [-2.5326, 1.0807, 6.6145], [0.5294, 5.5016, -1.8238], [-1.6776, -4.8605, 1.0565], [2.5895, 0.3159, 0.8524], [0.5551, -2.3375, -3.7263], [-3.0414, 3.3190, 4.4766], [3.7848, 0.8359, -1.1966], [-2.5988, -1.2800, -2.5319], [-0.4502, 0.4849, -4.6646], [2.6526, 0.3556, 3.2839], [-2.1887, 1.9017, 4.0493], [-2.3529, 1.9119, -2.7266], [-1.5869, 1.4155, -2.1065], [-3.4125, -0.8749, -3.1488], [-0.7969, -4.4299, 0.5751], [-0.8860, 0.8503, -3.8762], [1.5107, -4.6168, -0.1340], [0.2599, -0.7550, -3.8925], [0.3667, -5.1881, 0.4385], [-1.9696, 2.9515, 1.5335], [0.2827, -2.5685, -0.5467], [-1.7749, -2.5409, 0.2090], [-4.1426, -0.2356, 0.0164], [-0.4130, 3.5911, -2.1046], [-2.0972, -0.0686, -1.2558], [-1.7828, -1.5906, -3.2018], [-1.9440, 0.9004, 5.0269], [1.3153, 3.9823, -0.5080], [0.7843, -1.4495, -3.3638], [0.4837, 4.4585, -1.5134], [-1.7181, 1.7258, 2.7331], [1.7831, 2.3583, 1.9462], [-2.9681, -2.1829, -2.0275], [-0.7271, -0.3632, 3.3524], [-3.5294, 1.4452, -0.0312], [4.8852, 0.8336, 0.2202], [4.2807, 0.6337, 2.5781], [-0.8453, -3.1185, 0.0937], [-0.8364, -1.4613, 5.8243], [2.2046, 2.1362, 0.9460], [4.0305, 0.3297, -0.2542], [2.0431, 4.6263, -0.0114], [-0.5571, 2.2766, -1.6138], [0.3820, -6.2258, 0.7727], [-1.1899, -0.2471, 4.6710], [-0.0073, -0.2209, 0.4411], [0.3537, 1.7902, -0.6760], [-4.3655, 0.7659, -1.4696], [4.3020, -0.7104, -0.4785], [0.2038, -1.5810, -1.2188], [3.5629, -1.0090, 2.5984], [1.2596, 2.6520, -0.1338], [0.2261, 1.1442, -4.9219], [1.4806, -3.3051, -0.6003]]
}

3.
{
  "formula": "C14H15N5O3S",
  "method": "ωB97M-V with the def2-TZVPD basis set",
  "smiles": "CCOc1ccc2nc(SCC(=O)Nc3nonc3C)[nH]c2c1",
  "orbital_gap_ev": 8.240,
  "e_above_lowest_kj_mol": 118.0,
  "max_force_ev_per_a": 1.2,
  "multiplicity": 1,
  "total_charge": 0,
  "symbols": ["H", "H", "N", "C", "C", "H", "N", "C", "H", "H", "H", "H", "H", "C", "C", "N", "C", "N", "H", "H", "C", "H", "S", "O", "O", "C", "C", "C", "H", "C", "H", "H", "C", "H", "N", "O", "C", "C"],
  "positions_angstrom": [[-2.7029, 0.2984, 1.4574], [0.4990, 2.8549, 1.3934], [-0.6618, -3.2046, 0.6297], [2.3927, -0.6194, -1.4362], [-2.1651, -3.0068, -1.2763], [5.3328, 1.5199, 0.2548], [-1.1180, -1.4355, 1.8734], [-1.8888, -1.3900, 0.8150], [4.9224, 0.3047, 1.4982], [7.0618, -0.0252, -0.6658], [-4.5070, 1.8079, 0.0516], [-3.2401, -3.1418, -1.1752], [-1.6965, -3.9466, -1.5534], [-3.1514, 0.2282, -0.5299], [1.2025, 1.3240, 0.0683], [-0.8674, 0.9970, -0.8098], [-3.5222, 1.7034, -0.4067], [-2.7623, -0.3362, 0.6673], [7.3725, 0.3262, 1.0425], [3.1061, 1.6993, 0.9817], [0.4420, 0.5848, -0.8618], [6.6567, -1.2222, 0.5650], [-2.3823, 2.6684, 0.6344], [-0.3715, -2.5476, 1.7602], [-3.3404, -0.3777, -1.5491], [-1.5910, -2.5438, 0.0025], [6.6931, -0.1585, 0.3474], [1.0500, -0.4044, -1.6269], [0.4799, -0.9799, -2.3371], [-0.9010, 1.9257, 0.0988], [2.9133, -1.3792, -1.9965], [-3.5383, 2.1342, -1.4073], [3.1500, 0.1229, -0.5091], [-2.0031, -2.2622, -2.0510], [0.3112, 2.1857, 0.6669], [4.4619, -0.2184, -0.4471], [5.3028, 0.4434, 0.4765], [2.5584, 1.1158, 0.2598]]
}

4.
{
  "formula": "C5H11N2",
  "method": "ωB97M-V with the def2-TZVPD basis set",
  "smiles": "C=C1C[NH2+]C[C@H]1N",
  "orbital_gap_ev": 10.249,
  "e_above_lowest_kj_mol": 174.6,
  "max_force_ev_per_a": 4.4,
  "multiplicity": 1,
  "total_charge": 1,
  "symbols": ["H", "H", "N", "H", "C", "N", "H", "H", "H", "C", "H", "H", "C", "C", "C", "H", "H", "H"],
  "positions_angstrom": [[-2.7174, 0.2083, 0.3607], [2.4610, 1.0477, -0.1243], [-1.7441, 0.1589, -0.1909], [-1.1276, -1.4347, 1.2805], [-0.9713, -1.1820, 0.2088], [1.6425, 1.5271, 0.1695], [0.5525, 0.9454, -1.4421], [-2.0514, 0.1389, -1.1902], [1.3915, -2.6514, 0.1961], [0.5923, 0.7660, -0.3861], [2.6039, -1.4226, -0.3866], [-0.6951, 1.4360, 1.1151], [-0.7983, 1.2789, 0.0778], [0.4971, -0.7848, -0.1190], [1.5169, -1.6181, -0.0293], [-1.3743, -1.9601, -0.3702], [-1.2815, 2.2149, -0.2515], [1.5033, 1.3314, 1.0818]]
}

5.
{
  "formula": "C4H7N2",
  "method": "ωB97M-V with the def2-TZVPD basis set",
  "smiles": "C=CNC=C=[NH2+]",
  "orbital_gap_ev": 8.346,
  "e_above_lowest_kj_mol": 398.3,
  "max_force_ev_per_a": 5.0,
  "multiplicity": 1,
  "total_charge": 1,
  "symbols": ["H", "N", "N", "C", "C", "H", "H", "H", "H", "H", "C", "C", "H"],
  "positions_angstrom": [[1.3761, -2.0345, 0.1019], [-2.2009, 0.5441, -0.1816], [0.8492, -1.1557, -0.0729], [1.3666, 1.2468, 0.2755], [-1.3820, -0.3614, 0.1725], [-2.6637, 0.5808, -1.1606], [0.5387, 1.4456, 0.7593], [2.4243, -0.2506, -0.7198], [-0.7721, -2.2675, 0.5278], [-2.4790, 1.4046, 0.4573], [-0.4882, -1.2816, 0.2195], [1.5664, 0.0516, -0.2224], [1.8646, 2.0777, -0.1563]]
}

6.
{
  "formula": "C15H30BN3O6P",
  "method": "ωB97M-V with the def2-TZVPD basis set",
  "orbital_gap_ev": 9.214,
  "e_above_lowest_kj_mol": 45.9,
  "max_force_ev_per_a": 2.7,
  "multiplicity": 1,
  "total_charge": 1,
  "symbols": ["O", "H", "H", "H", "N", "H", "N", "H", "C", "H", "C", "H", "H", "H", "C", "O", "H", "C", "H", "C", "H", "O", "H", "H", "C", "N", "C", "H", "H", "P", "H", "H", "H", "H", "H", "O", "C", "C", "H", "C", "B", "H", "H", "C", "H", "H", "H", "O", "C", "H", "H", "O", "C", "H", "C", "C"],
  "positions_angstrom": [[1.2579, 2.0710, 2.0744], [-0.4928, 2.9867, -1.1836], [1.9752, -2.7524, -1.7026], [-0.4146, -3.4281, -2.0189], [-2.1070, -2.6678, 3.0806], [-0.2155, -1.6817, -2.1325], [-1.1917, 0.0589, -0.4505], [0.5818, -4.1003, 0.5928], [-1.1230, 1.0209, 0.4520], [-1.3634, 2.1488, 2.7770], [-0.8476, 1.1974, 2.9040], [-3.1545, -4.0677, 1.9089], [3.1234, -4.2212, 1.5275], [1.9099, -4.6518, -0.4559], [-2.1633, -3.9754, 2.3531], [0.2424, -2.0664, 3.4616], [0.3703, -3.0197, 3.5891], [-0.1398, -2.5393, -1.4521], [0.8073, 1.8873, 4.1182], [1.2643, -2.6127, -0.8808], [-4.1664, -2.4208, 3.2496], [0.2587, 2.6424, -2.9024], [0.3635, 5.1285, -6.3106], [1.5314, 2.9448, 2.3687], [-0.9884, -0.9083, 1.4749], [-0.9847, 0.4674, 1.6461], [0.7319, 3.3656, -3.7466], [2.1433, -2.8203, 1.9137], [-3.2090, -0.8914, 3.2302], [-1.2586, 2.8190, -0.0018], [1.5402, -1.6562, -0.4208], [1.4784, 6.0123, -4.3970], [-1.3164, 0.1925, -1.4462], [-1.9969, -4.8033, 3.0492], [-1.2789, 0.6718, 3.7596], [0.1191, 3.6170, -4.9086], [-3.3293, -1.8842, 2.7926], [1.9346, 5.1060, -4.7981], [2.8772, 5.3846, -5.2640], [2.0708, 4.0671, -3.6894], [-0.8984, -1.9187, 2.7189], [2.2297, 4.5231, -2.7156], [-2.6259, 2.9956, -0.3253], [-1.1123, -1.1895, 0.1675], [-3.5707, -1.8366, 1.7184], [1.1606, 0.4120, 3.2096], [2.8575, 3.3409, -3.9006], [-1.1879, -2.3681, -0.4374], [2.6068, -3.3677, 1.0851], [3.3059, -2.6649, 0.6275], [-1.3864, -4.0512, 1.5836], [-0.8294, 3.7314, 1.0730], [0.9718, 4.4215, -5.7528], [1.4799, 3.7617, -6.4579], [1.5008, -3.7959, 0.0869], [0.6585, 1.3850, 3.1578]]
}